*a*
Computed, not measured: a 2-piece molecular cluster, CHF4N2O overall, with ωB97M-V/def2-TZVPD.

Structure (XYZ):
```
9
Properties=species:S:1:pos:R:3:lowdin_charge:R:1
F 2.6078 -2.3630 -2.5941 0.221
F 2.0675 -1.1024 -0.9507 0.105
F 2.9774 -3.0608 -0.6045 0.264
F 4.1578 -1.3305 -1.3630 0.157
O 1.5414 0.6888 1.1242 0.249
N -0.5170 1.7246 0.7088 0.470
N 0.4444 1.2223 0.8714 -0.012
C 2.9762 -2.0295 -1.3709 -0.685
H 2.1377 0.3946 0.3335 0.232
```

## Properties
E_HOMO: -19.0 eV
charge: +1
spin multiplicity: 1

*b*
Computed, not measured: an isolated ion of composition CHF4N2O and charge +1, with ωB97M-V/def2-TZVPD.

Structure (XYZ):
```
9
Properties=species:S:1:pos:R:3:lowdin_charge:R:1
F 2.1740 -1.7326 -0.9893 0.326
F 3.0501 -2.0045 0.9026 0.307
F 0.7887 0.3321 -1.3271 0.054
F 3.0471 -0.1202 -0.0514 0.280
O 0.5737 -1.0593 1.7619 0.306
N 1.0479 -0.8086 0.7281 0.082
N 0.3934 0.4476 -0.0712 0.174
C 2.4172 -1.2240 0.1121 -0.732
H -0.5783 0.7574 0.1478 0.202
```

## Properties
E_HOMO (alpha / beta): -17.1 / -17.1 eV
charge: +1
spin multiplicity: 1
SMILES: O=[N+](NF)C(F)(F)F

Stability, highest: *a*